Entry 1:
{"formula": "C33H27BCl5N2O10RbS", "method": "ωB97M-V with the def2-TZVPD basis set", "max_force_ha_per_bohr": 0.047, "lumo_ev": [3.504, 3.504], "e_above_lowest_ev": 0.8085, "total_charge": -2, "gap_ha": [0.152, 0.152], "homo_energy_ev": [-0.62, -0.62], "elements": ["Rb", "O", "C", "O", "C", "C", "C", "C", "C", "N", "C", "O", "O", "H", "H", "H", "H", "H", "Cl", "C", "C", "C", "Cl", "C", "Cl", "C", "Cl", "C", "Cl", "C", "C", "C", "O", "H", "H", "H", "H", "H", "H", "O", "C", "N", "S", "O", "O", "C", "C", "C", "C", "C", "C", "H", "H", "H", "H", "C", "C", "C", "C", "C", "C", "C", "C", "O", "B", "O", "C", "C", "H", "H", "H", "H", "H", "H", "H", "H", "H", "H", "H", "H"], "coordinates": [[-20.1404, 8.0649, 5.8772], [-18.1872, 10.1377, 9.8699], [-18.5174, 9.1514, 9.0184], [-18.7459, 9.4429, 7.8752], [-18.4980, 7.7664, 9.5784], [-17.5509, 7.3948, 10.5479], [-17.2586, 6.0218, 10.6971], [-18.0499, 5.0750, 10.0444], [-19.1918, 5.5332, 9.2694], [-19.2391, 6.9023, 8.8794], [-20.2317, 4.6943, 8.9779], [-20.1739, 3.3795, 9.4149], [-21.4398, 5.2638, 8.6969], [-18.2491, 10.9765, 9.3703], [-17.0204, 8.1214, 11.0982], [-16.3937, 5.6762, 11.2328], [-17.9350, 4.0071, 10.2211], [-20.5217, 2.8684, 8.6906], [-22.0819, 11.1393, 3.5578], [-22.4904, 10.9879, 5.2681], [-22.7551, 9.7331, 5.7907], [-23.0359, 9.7392, 7.1244], [-23.2645, 8.1919, 7.8391], [-23.0476, 10.8566, 7.9495], [-23.7384, 10.7963, 9.5337], [-22.7171, 12.1151, 7.3731], [-22.7884, 13.6071, 8.3234], [-22.3770, 12.1237, 6.0396], [-22.0199, 13.6829, 5.2819], [-23.7042, 6.1663, 3.6157], [-24.1508, 5.8541, 4.9946], [-25.4782, 6.5044, 5.3864], [-23.5427, 5.2371, 5.8400], [-24.1193, 5.4793, 2.9481], [-22.6169, 5.9833, 3.5095], [-23.9969, 7.1579, 3.2405], [-26.1848, 6.4699, 4.5467], [-25.1642, 7.5530, 5.5126], [-25.8610, 6.0176, 6.2868], [-16.1617, 8.3200, 4.1566], [-16.9669, 7.5621, 3.5840], [-18.2781, 7.8145, 3.3147], [-19.0298, 6.5614, 2.6265], [-19.5698, 6.8298, 1.3078], [-20.0076, 6.0222, 3.5541], [-17.5635, 5.4815, 2.5391], [-17.3003, 4.2708, 1.9269], [-16.0079, 3.7420, 1.9912], [-15.0001, 4.4468, 2.6011], [-15.2402, 5.6891, 3.1777], [-16.5079, 6.2176, 3.0954], [-18.0959, 3.7622, 1.3909], [-15.8636, 2.6881, 1.5989], [-13.9772, 4.0356, 2.7239], [-14.4026, 6.3258, 3.4758], [-28.7774, 3.3559, 6.4034], [-28.5005, 3.5481, 7.8700], [-29.2479, 2.4984, 8.6483], [-29.0666, 4.9400, 8.2286], [-26.9787, 3.5014, 8.0517], [-26.3685, 2.2820, 7.7752], [-24.9959, 2.1321, 7.8533], [-24.2923, 3.2460, 8.2157], [-22.9315, 3.3330, 8.3472], [-22.6508, 4.7031, 8.5500], [-23.8694, 5.4068, 8.7117], [-24.8427, 4.4820, 8.4364], [-26.2189, 4.6406, 8.3735], [-29.8273, 3.2506, 6.2260], [-28.3891, 2.4676, 5.9558], [-28.3991, 4.2247, 5.7970], [-30.3081, 2.7058, 8.6419], [-28.8948, 2.4637, 9.6916], [-29.0422, 1.4763, 8.3141], [-30.1369, 4.9966, 8.1409], [-28.6899, 5.6930, 7.4894], [-28.8317, 5.3003, 9.2434], [-27.0115, 1.4340, 7.5248], [-24.4748, 1.2031, 7.6677], [-26.6709, 5.5898, 8.6323]]}

Entry 2:
{"formula": "C33H27CsF9N4SSb2Te", "method": "ωB97M-V with the def2-TZVPD basis set", "max_force_ha_per_bohr": 0.025, "s2": 0.76, "lumo_ev": [-0.321, -1.856], "e_above_lowest_ev": 0.0433, "gap_ha": [0.290, 0.233], "homo_energy_ev": [-8.21, -8.21], "spin_multiplicity": 2, "elements": ["Cs", "N", "C", "S", "N", "N", "C", "C", "C", "C", "C", "C", "N", "H", "H", "H", "H", "H", "H", "H", "F", "C", "C", "C", "C", "C", "C", "Sb", "C", "C", "C", "C", "F", "C", "C", "C", "C", "C", "C", "F", "C", "C", "H", "H", "H", "H", "H", "H", "H", "H", "H", "H", "H", "H", "C", "Te", "C", "C", "C", "C", "C", "C", "C", "H", "H", "H", "H", "H", "H", "H", "H", "F", "Sb", "F", "F", "F", "F", "F"], "coordinates": [[0.9375, -1.6109, 2.1863], [0.1633, 0.8262, 5.7701], [0.0387, 1.3514, 4.5530], [1.3359, 1.6434, 3.5228], [-1.2964, 1.5844, 4.2437], [-1.5652, 2.3194, 3.2145], [-1.2633, 2.0791, 2.0057], [-1.5293, 3.0420, 0.9230], [-2.0483, 4.3070, 1.1697], [-2.2305, 5.1653, 0.1019], [-1.8909, 4.7303, -1.1710], [-1.3870, 3.4472, -1.3180], [-1.2092, 2.6100, -0.2997], [1.0441, 0.4178, 6.0259], [-0.6681, 0.4708, 6.2246], [-0.7874, 1.1520, 1.7039], [-2.2917, 4.5925, 2.1846], [-2.6274, 6.1595, 0.2601], [-2.0096, 5.3696, -2.0349], [-1.1005, 3.0778, -2.2977], [8.0815, -1.0289, -1.3760], [6.8115, -0.6251, -1.2060], [6.4327, 0.6035, -1.7059], [5.1188, 1.0141, -1.5273], [4.2016, 0.2103, -0.8526], [4.6298, -1.0215, -0.3579], [5.9367, -1.4545, -0.5352], [2.1761, 0.7791, -0.4992], [1.2914, -0.1508, -2.2011], [-0.0579, 0.1319, -2.4407], [-0.7363, -0.4769, -3.4866], [-0.0552, -1.3882, -4.2691], [-0.7148, -1.9990, -5.2701], [1.2705, -1.7001, -4.0593], [1.9436, -1.0699, -3.0185], [2.1182, 2.7872, -1.1643], [1.9072, 3.7554, -0.1800], [1.7326, 5.0877, -0.5214], [1.7713, 5.4279, -1.8586], [1.5823, 6.7148, -2.2007], [1.9857, 4.5020, -2.8590], [2.1594, 3.1703, -2.5013], [7.1592, 1.2173, -2.2216], [4.8076, 1.9766, -1.9149], [3.9403, -1.6667, 0.1770], [6.2811, -2.4083, -0.1577], [-0.5858, 0.8268, -1.7940], [-1.7775, -0.2626, -3.6916], [1.7596, -2.4191, -4.7035], [2.9899, -1.2993, -2.8495], [1.8426, 3.4669, 0.8647], [1.5527, 5.8497, 0.2256], [2.0067, 4.8235, -3.8919], [2.3054, 2.4266, -3.2761], [-2.5967, -2.7916, -1.4054], [-2.3755, -1.3348, 0.1502], [-3.3675, -2.7684, 1.3976], [-3.9012, -3.8377, 0.4750], [-4.7499, -4.8305, 0.9616], [-5.2270, -5.8225, 0.1223], [-4.8596, -5.8315, -1.2186], [-4.0167, -4.8494, -1.7083], [-3.5309, -3.8488, -0.8691], [-1.6230, -3.2131, -1.6540], [-2.9980, -2.3118, -2.2958], [-4.1605, -2.2764, 1.9559], [-2.6601, -3.1792, 2.1167], [-5.0305, -4.8213, 2.0085], [-5.8865, -6.5876, 0.5113], [-5.2325, -6.6028, -1.8803], [-3.7299, -4.8552, -2.7539], [-1.3675, -1.3473, 3.7105], [-0.8068, -2.7052, 4.9540], [0.9085, -1.8509, 4.9236], [-0.2581, -3.7842, 3.4729], [-0.1738, -3.9900, 6.1472], [-2.5079, -3.4620, 4.8254], [-1.3317, -1.6332, 6.4084]]}

Number 1: M 917.195 g mol⁻¹. Number 2: M 1186.681 g mol⁻¹.